Molecular formula: C18H44ClIO3PS
Method: DFT, ωB97M-V/def2-TZVPD

Strongest force on any atom, eV/A: 0.20
LUMO level, eV: -5.94
Calculated total energy, eV: -66264.7473
HOMO-LUMO gap, hartree: 0.2347

```
! wB97M-V def2-TZVPD RIJCOSX def2/J DEFGRID3
* xyz 1 1
O -2.028 7.364 1.685
P -2.551 6.285 0.878
O -2.288 6.190 -0.658
O -4.031 5.849 1.048
S -1.547 4.485 1.744
Cl -1.728 3.129 0.295
I 0.713 5.150 1.749
H -1.482 6.624 -0.971
H -4.403 5.186 0.448
C -0.622 -1.698 -5.276
C -0.743 -2.033 -3.794
C -1.810 -1.215 -3.067
C -1.573 0.296 -3.068
C -0.236 0.730 -2.468
C -0.069 0.326 -1.007
H -0.321 -0.661 -5.436
H 0.121 -2.331 -5.763
H -1.575 -1.850 -5.788
H 0.229 -1.900 -3.308
H -0.990 -3.092 -3.683
H -1.891 -1.575 -2.038
H -2.782 -1.414 -3.528
H -2.388 0.772 -2.508
H -1.647 0.682 -4.087
H -0.150 1.819 -2.558
H 0.590 0.320 -3.054
H -0.884 0.738 -0.404
H 0.873 0.693 -0.597
H -0.086 -0.756 -0.876
C 7.463 4.164 3.452
C 6.599 3.323 4.386
C 5.454 2.601 3.677
C 4.448 3.523 2.986
C 3.792 4.551 3.907
C 2.977 3.934 5.037
H 6.892 4.966 2.981
H 8.288 4.628 3.992
H 7.890 3.548 2.658
H 6.206 3.954 5.188
H 7.224 2.574 4.877
H 4.934 1.963 4.395
H 5.872 1.925 2.925
H 3.667 2.902 2.530
H 4.939 4.047 2.162
H 3.131 5.186 3.302
H 4.545 5.226 4.320
H 2.197 3.275 4.645
H 2.496 4.700 5.647
H 3.604 3.337 5.699
C -3.554 -7.232 -2.931
C -2.885 -7.066 -1.571
C -3.819 -6.519 -0.492
C -4.394 -5.131 -0.786
C -3.347 -4.046 -1.031
C -2.427 -3.803 0.161
H -3.903 -6.277 -3.330
H -2.865 -7.658 -3.660
H -4.418 -7.897 -2.861
H -2.010 -6.417 -1.672
H -2.502 -8.034 -1.238
H -3.288 -6.502 0.463
H -4.652 -7.215 -0.358
H -5.027 -4.831 0.055
H -5.055 -5.185 -1.654
H -3.863 -3.114 -1.280
H -2.744 -4.300 -1.908
H -3.003 -3.519 1.046
H -1.715 -3.000 -0.045
H -1.848 -4.692 0.413
*
```

---

Molecular formula: C16H16ClNO4S
Method: DFT, ωB97M-V/def2-TZVPD

Strongest force on any atom, eV/A: 14.83
LUMO level, eV: -0.23
Calculated total energy, eV: -49875.9590
HOMO-LUMO gap, hartree: 0.3189

```
! wB97M-V def2-TZVPD RIJCOSX def2/J DEFGRID3
* xyz 0 1
O 1.275 1.941 0.184
C 1.235 1.518 1.280
O 2.392 1.282 2.001
H 3.240 1.494 1.294
C 0.192 1.191 1.951
H 0.431 1.792 3.105
H -0.626 1.862 1.709
C 0.068 -0.392 2.362
N -0.284 -1.081 1.185
S -2.021 -1.251 0.941
O -2.101 -2.647 0.611
O -2.548 -1.053 2.239
C -2.486 -0.077 -0.488
C -1.608 0.798 -0.770
C -2.015 1.588 -1.914
C -3.312 1.815 -2.178
C -4.305 0.926 -1.742
C -3.777 0.025 -0.657
Cl -4.964 -1.300 0.162
H -5.282 0.868 -1.810
H -3.666 2.296 -3.020
H -1.234 2.474 -2.129
H -0.546 0.809 -0.443
C 0.622 -1.839 0.786
C 1.656 -1.618 -0.177
C 1.235 -0.924 -1.477
C 2.250 -0.166 -2.427
C 3.509 -0.155 -1.648
C 3.934 -0.366 -0.476
C 2.873 -1.046 0.278
H 3.170 -1.565 1.341
H 4.908 -0.432 -0.199
H 4.248 0.455 -2.332
H 2.028 0.128 -3.380
H 0.355 -1.033 -1.932
H -0.079 -2.721 0.252
H 1.031 -2.699 1.383
H -0.783 -0.195 3.292
H 0.983 -0.699 2.845
*
```

---

Molecular formula: C3H5O7P
Method: DFT, ωB97M-V/def2-TZVPD

Strongest force on any atom, eV/A: 3.20
LUMO level, eV: 6.43
Calculated total energy, eV: -26815.8420
HOMO-LUMO gap, hartree: 0.2578

```
! wB97M-V def2-TZVPD RIJCOSX def2/J DEFGRID3
* xyz -2 1
C 1.001 0.427 -0.707
C 0.621 -0.610 1.680
C 1.109 -0.806 0.212
O -2.552 1.971 -0.283
O 0.039 1.349 -0.349
O 0.982 0.114 -2.053
O -1.571 0.624 -2.217
O -0.534 -1.285 1.939
O 1.621 -1.839 -0.149
O -1.841 -0.463 0.027
P -1.656 0.867 -0.734
H 2.026 1.073 -0.609
H 1.532 -0.947 2.290
H 0.443 0.531 1.896
H -1.280 -1.087 1.298
H 0.060 0.080 -2.241
*
```